Computed, not measured: a molecular structure, C20H31Br2N6SeTi at a distorted geometry, with ωB97M-V/def2-TZVPD.

As for the LUMO energy (alpha / beta): -8.1616 / -8.2307 eV. The HOMO-LUMO gap (alpha / beta) is 0.251 / 0.265 hartree. Its max |F| is 3.30 eV Å⁻¹. Its total charge is +3. The multiplicity is 3.

XYZ file:
```
61
Properties=species:S:1:pos:R:3:nbo_charge:R:1
Ti 0.365 0.354 -1.119 0.76
N 3.630 4.400 -1.254 -0.67
C 2.794 3.301 -0.664 -0.03
C 3.703 2.268 0.000 -0.44
C 2.907 1.161 0.709 -0.04
N 2.296 0.232 -0.261 -0.89
C 1.829 1.725 1.636 -0.43
C 0.953 2.793 0.978 -0.04
N 0.053 2.178 -0.025 -0.88
C 1.809 3.895 0.343 -0.44
H 4.240 4.040 -2.001 0.45
H 4.215 4.836 -0.526 0.46
H 3.040 5.139 -1.659 0.45
H 2.246 2.818 -1.485 0.22
H 4.321 2.754 0.755 0.25
H 4.361 1.814 -0.745 0.23
H 3.624 0.607 1.330 0.23
H 1.975 -0.586 0.275 0.42
H 3.037 -0.106 -0.884 0.40
H 2.302 2.147 2.522 0.26
H 1.185 0.912 1.985 0.25
H 0.347 3.252 1.771 0.24
H -0.380 2.926 -0.577 0.39
H -0.732 1.775 0.504 0.41
H 2.342 4.414 1.142 0.25
H 1.150 4.622 -0.135 0.23
Br 2.108 0.724 -3.460 0.14
C 1.619 -1.088 -3.984 -0.47
Br 0.739 -1.902 -2.413 0.23
H 2.518 -1.647 -4.240 0.27
H 0.915 -1.051 -4.815 0.26
C 0.296 -3.678 2.024 -0.41
N -1.096 -3.335 2.096 -0.33
C -1.682 -2.248 1.588 0.31
Se -0.822 -0.730 0.931 -0.27
N -2.985 -2.245 1.908 -0.49
C -3.259 -3.347 2.692 0.09
C -4.408 -3.765 3.350 -0.20
C -4.287 -4.877 4.158 -0.17
C -3.077 -5.564 4.289 -0.17
C -1.940 -5.179 3.609 -0.24
C -2.043 -4.046 2.812 0.16
H 0.791 -3.052 1.279 0.22
H 0.408 -4.725 1.744 0.24
H 0.760 -3.518 2.999 0.24
H -3.646 -1.522 1.663 0.45
H -5.343 -3.238 3.252 0.24
H -5.145 -5.219 4.714 0.25
H -3.028 -6.410 4.953 0.25
H -1.019 -5.724 3.714 0.24
C -3.018 1.438 -4.235 -0.11
C -1.901 2.260 -4.147 -0.21
C -0.955 2.003 -3.174 0.02
N -1.030 0.960 -2.326 -0.61
C -2.129 0.184 -2.400 0.04
C -3.136 0.397 -3.319 -0.21
H -3.779 1.608 -4.980 0.26
H -1.763 3.094 -4.817 0.26
H -0.087 2.652 -3.074 0.20
H -2.195 -0.631 -1.682 0.23
H -3.997 -0.250 -3.322 0.26
```